Here is a 3-piece molecular cluster, C20H32F9NO8PS overall from OMol25. Energies are from wB97M-V/def2-TZVPD.

Frontier orbital gap ... 7.09 eV
HOMO energy ... -4.9 eV
F_max ... 1.047 eV/A
DFT total energy ... -3076.4269 Ha
Total charge ... -1

XYZ file:
```
72
Properties=species:S:1:pos:R:3:lowdin_charge:R:1
C 2.589 -0.203 -1.859 -0.064
C 2.318 -0.684 -3.303 -0.387
C 3.543 -1.396 -3.887 -0.085
C 1.101 -1.611 -3.409 -0.206
N -0.066 -1.084 -2.699 -0.119
C -0.628 0.062 -3.429 -0.161
C -0.497 1.391 -2.652 -0.176
C 0.003 2.557 -3.508 -0.178
C 0.544 3.728 -2.670 -0.255
O -0.242 4.912 -2.826 -0.074
C -1.117 -2.060 -2.381 -0.489
C -2.101 -1.339 -1.437 -0.130
O -2.712 -2.232 -0.482 0.010
C -3.106 -1.664 0.645 -0.747
F -3.826 -0.546 0.453 0.157
F -3.883 -2.533 1.302 0.154
F -2.111 -1.332 1.471 0.150
P -0.433 -3.518 -1.496 0.458
S 0.733 -3.219 0.051 0.088
C -1.899 -2.666 -3.610 -0.760
O -3.121 -2.773 -3.438 -0.022
O -1.197 -3.008 -4.561 -0.023
H 1.926 -0.682 -1.142 0.035
H 3.610 -0.455 -1.565 0.065
H 2.481 0.878 -1.770 0.058
H 2.153 0.200 -3.928 0.111
H 3.503 -1.424 -4.976 0.073
H 3.628 -2.407 -3.488 0.079
H 4.453 -0.856 -3.619 0.067
H 1.407 -2.571 -2.995 0.079
H 0.866 -1.789 -4.461 0.117
H -1.677 -0.094 -3.679 0.124
H -0.119 0.181 -4.389 0.117
H -1.487 1.674 -2.282 0.114
H 0.136 1.237 -1.779 0.097
H 0.788 2.217 -4.189 0.096
H -0.821 2.917 -4.126 0.114
H 0.540 3.438 -1.620 0.096
H 1.575 3.923 -2.961 0.100
H 0.304 5.603 -3.206 0.071
H -1.527 -0.586 -0.891 0.130
H -2.870 -0.850 -2.022 0.127
H 0.204 -4.242 -2.507 -0.006
H -1.548 -4.298 -1.201 0.004
C 2.444 3.305 3.740 -0.056
C 2.474 4.732 3.240 -0.196
O 3.338 4.862 2.091 0.031
C 2.796 4.530 0.928 -0.399
O 1.683 4.151 0.731 0.177
C 3.825 4.732 -0.202 -0.544
F 5.032 4.275 0.147 0.168
F 3.942 6.039 -0.486 0.161
F 3.429 4.095 -1.297 0.169
H 3.454 2.956 3.958 0.083
H 1.848 3.242 4.650 0.083
H 2.009 2.638 2.997 0.083
H 2.897 5.401 3.986 0.122
H 1.477 5.089 2.986 0.124
C -3.186 -4.398 4.043 -0.052
C -3.713 -3.032 4.417 -0.188
O -3.633 -2.819 5.849 0.033
C -2.471 -2.413 6.324 -0.413
O -1.465 -2.194 5.721 0.180
C -2.591 -2.203 7.848 -0.547
F -3.255 -3.206 8.435 0.160
F -3.254 -1.063 8.100 0.160
F -1.387 -2.116 8.405 0.168
H -3.715 -5.175 4.597 0.080
H -3.324 -4.565 2.977 0.079
H -2.124 -4.482 4.271 0.083
H -4.769 -2.939 4.174 0.126
H -3.176 -2.242 3.896 0.112
```